Density functional theory data (ωB97M-V/def2-TZVPD) for a 2-piece molecular cluster, C3H7NO overall at a distorted geometry.

## Properties
* HOMO-LUMO gap: 0.38154 Ha
* calculated total energy: -6759.41863 eV
* HOMO level: -9.57 eV
* energy above the lowest of the compared OMol25 structures with the same formula, charge and spin: 76.8 kcal/mol

Last column: Löwdin charge in e.
Cartesian coordinates (Å):
1 C 1.980930 -2.212281 -0.122778  -0.154
2 N 3.192057 -1.810898 -0.223235  0.019
3 H 1.391798 -2.777368 0.623010  0.056
4 H 1.305870 -2.235793 -0.995293  0.053
5 H 3.955499 -2.264021 0.236466  0.027
6 O -3.221224 1.770498 1.039246  0.048
7 C -2.401322 2.111690 0.226058  -0.328
8 C -1.149234 1.331604 -0.081993  -0.064
9 H -2.607499 2.782846 -0.625483  0.110
10 H -0.876353 1.004248 -1.054835  0.061
11 H -0.257162 1.826848 0.406300  0.101
12 H -1.313361 0.472626 0.572537  0.072

Atomic forces in eV per Å
C 0.53 -0.87 -0.51
N -2.00 -0.87 -1.97
H 1.24 -0.13 0.73
H 0.29 1.59 -0.08
H -0.07 0.28 1.82
O 0.53 0.72 0.20
C -0.33 -1.27 -2.56
C 1.04 -0.08 3.80
H -0.54 1.01 0.62
H -0.32 0.28 -1.07
H -0.77 -0.21 -0.74
H 0.40 -0.46 -0.26